Density functional theory data (ωB97M-V/def2-TZVPD) for an isolated molecule of C2H4N4O.

Values from the calculation:
net charge	0
highest occupied orbital energy	-9.9	eV
structure (SMILES)	COc1nn[nH]n1
energy relative to the best compared isomer or geometry (same formula, charge and spin)	198.95	kJ/mol
LUMO level	1.005	eV
2S+1	1

Last column: Löwdin charge in e.
Geometry (Å):
C 0.06155 -1.91037 0.34625  -0.0683
C 0.41563 0.39596 0.23954  -0.4859
H 0.56399 -2.77480 0.79967  0.0953
H 0.01017 -2.03585 -0.74289  0.0897
H -0.97206 -1.81595 0.71697  0.0936
H -1.22595 2.40722 -1.27895  0.1586
N 1.07543 1.54332 0.53533  0.0852
N 0.42043 2.49040 -0.07897  0.0150
N -0.56694 1.89727 -0.69684  -0.0707
N -0.62967 0.57259 -0.53676  0.1354
O 0.84743 -0.76979 0.69666  -0.0478